(1)
{"formula": "C26H42BrN3OP2Pd", "method": "ωB97M-V/def2-TZVPD", "species": ["C", "C", "C", "C", "N", "C", "C", "C", "C", "C", "C", "C", "C", "C", "Pd", "P", "H", "H", "H", "H", "H", "H", "H", "H", "C", "C", "H", "H", "H", "H", "H", "C", "C", "H", "H", "H", "H", "H", "C", "C", "H", "H", "H", "H", "H", "Br", "P", "C", "C", "H", "H", "H", "H", "H", "C", "C", "H", "H", "H", "H", "H", "C", "C", "H", "H", "H", "H", "H", "N", "C", "N", "O", "H", "H", "H", "H"], "positions_angstrom": [[-3.55693, 0.51675, -4.64523], [-2.61648, -0.39180, -4.14111], [-1.34156, -0.50489, -4.73087], [-1.07584, 0.30237, -5.84433], [-1.97910, 1.16713, -6.32468], [-3.19435, 1.26936, -5.76559], [-2.95760, -1.16680, -3.01570], [-3.19521, -1.81980, -2.01331], [-2.83803, -2.17640, -0.67821], [-3.09166, -1.20762, 0.31139], [-2.42335, -1.33031, 1.52267], [-1.29206, -2.19101, 1.52291], [-1.21794, -3.34387, 0.69785], [-2.02670, -3.31999, -0.42874], [0.13335, -0.75486, 1.56363], [-0.00166, 1.06535, 0.16757], [-0.59340, -1.20242, -4.35221], [-4.53533, 0.62969, -4.17710], [-0.10533, 0.23933, -6.36106], [-3.91174, 1.96949, -6.22414], [-2.05436, -4.12630, -1.16358], [-3.74366, -0.35599, 0.07064], [-0.60328, -4.19783, 0.97685], [-2.80122, -0.90521, 2.44572], [0.69939, 2.50694, 1.03571], [1.19274, 3.66870, 0.17808], [1.50369, 2.13115, 1.68224], [-0.11163, 2.84058, 1.69771], [1.64822, 4.42147, 0.83562], [1.96007, 3.37611, -0.55162], [0.37613, 4.18402, -0.34539], [0.83504, 0.84501, -1.45628], [0.61127, 1.88758, -2.55986], [0.50924, -0.14539, -1.82090], [1.91078, 0.75947, -1.22952], [1.30081, 1.66306, -3.38745], [-0.40749, 1.84256, -2.97606], [0.84012, 2.91160, -2.22873], [-1.68277, 1.64603, -0.26014], [-1.83295, 3.07999, -0.75926], [-2.23280, 1.53246, 0.68811], [-2.10365, 0.92735, -0.97934], [-2.87929, 3.23881, -1.04538], [-1.59773, 3.81059, 0.02516], [-1.24286, 3.30756, -1.65506], [-0.11727, -2.43564, 3.36568], [2.49711, -1.17184, 1.49343], [3.62680, 0.00152, 0.67715], [5.08101, -0.01220, 1.15719], [3.19059, 1.00659, 0.79970], [3.58278, -0.24166, -0.39346], [5.62935, 0.72604, 0.56129], [5.18580, 0.28253, 2.20943], [5.56926, -0.98364, 0.99327], [3.17729, -1.34906, 3.17290], [3.99669, -2.60031, 3.43676], [2.32428, -1.30065, 3.86343], [3.77286, -0.44111, 3.33922], [4.04924, -2.73348, 4.52223], [3.55107, -3.51007, 3.01919], [5.02982, -2.50256, 3.08017], [2.57391, -2.72802, 0.52899], [3.93469, -3.17476, -0.01366], [1.84408, -2.61899, -0.29289], [2.16187, -3.49792, 1.19705], [3.76525, -4.11568, -0.55284], [4.38708, -2.47024, -0.72554], [4.64723, -3.38983, 0.79457], [-4.71173, 2.19886, 3.39649], [-3.55021, 1.43067, 3.41278], [-3.63346, 0.24719, 4.16430], [-2.51698, 1.77845, 2.84469], [-5.61580, 1.74279, 3.44606], [-4.63883, 3.00149, 2.78370], [-2.70923, 0.01065, 4.53704], [-4.35742, 0.25089, 4.88059]], "e_homo_ha": [-0.4727, -0.5320], "homo_lumo_gap_ev": [6.44, 5.07], "e_lumo_ev": [-6.42, -9.41], "charge": 2, "multiplicity": 3}

---

(2)
{"formula": "CH3NO2S3", "method": "ωB97M-V/def2-TZVPD", "species": ["C", "N", "O", "O", "S", "S", "S", "H", "H", "H"], "positions_angstrom": [[0.45719, -0.78375, -0.37985], [1.16179, 0.20759, -0.15092], [-3.47467, -1.04619, 0.72826], [-2.39341, 0.95997, -0.13146], [3.08289, 0.27866, 0.07856], [0.65297, 1.83926, 0.03301], [-2.86123, -0.38468, -0.38290], [0.93161, -1.75235, -0.45692], [3.10693, -0.90089, 0.70084], [-0.66406, 1.58239, -0.03861]], "e_homo_ha": [-0.2197, -0.3270], "homo_lumo_gap_ev": [4.22, 6.16], "e_lumo_ev": [-1.75, -2.73], "charge": 0, "multiplicity": 3}

---

(3)
{"formula": "C4H16N6O4", "method": "ωB97M-V/def2-TZVPD", "species": ["C", "O", "H", "H", "H", "H", "C", "O", "N", "N", "H", "H", "H", "H", "C", "O", "N", "N", "H", "H", "H", "H", "C", "O", "N", "N", "H", "H", "H", "H"], "positions_angstrom": [[0.24155, -0.03432, 1.14050], [-0.55117, -0.13355, -0.01291], [-0.22104, -0.37676, 2.06616], [1.23779, -0.40193, 0.89460], [0.47120, 0.97901, 1.46995], [-0.10112, 0.08180, -0.83309], [-2.39464, -1.26602, 2.55733], [-3.22759, -2.07278, 2.96777], [-1.80601, -0.37641, 3.24699], [-2.03774, -1.20912, 1.30250], [-1.41550, 0.47370, 2.86631], [-1.82710, -0.42184, 4.25575], [-1.44462, -0.53390, 0.84166], [-2.45926, -1.93572, 0.74172], [-0.31201, -0.31334, -2.40667], [0.62672, -0.56190, -1.61591], [-0.22284, -0.17146, -3.65970], [-1.49848, -0.11891, -1.98814], [-0.99294, -0.02520, -4.29662], [0.68372, -0.03427, -4.08329], [-2.20892, 0.10326, -2.67079], [-1.69863, -0.19274, -1.00093], [2.72486, 0.77640, 0.19090], [3.04247, 0.06693, 1.14396], [2.16506, 1.93631, 0.24540], [3.13198, 0.48068, -1.00487], [1.88340, 2.36516, 1.11538], [1.75715, 2.25777, -0.62084], [3.60742, -0.40752, -1.07683], [2.84626, 1.06667, -1.77628]], "e_homo_ha": -0.3169, "homo_lumo_gap_ev": 8.57, "e_lumo_ev": -0.05, "charge": 0, "multiplicity": 1}

---

(4)
{"formula": "C5H4N2O", "method": "ωB97M-V/def2-TZVPD", "species": ["H", "N", "C", "C", "N", "H", "C", "C", "C", "O", "H", "H"], "positions_angstrom": [[-2.20598, 1.67880, -1.50008], [-1.46663, 1.50066, -0.82167], [-1.59838, 0.42778, -0.17552], [-0.64898, 0.11757, 0.99096], [-0.57650, 0.25662, 2.15135], [-2.37698, -0.33717, -0.29475], [2.16410, -0.34648, 0.72703], [1.07250, -0.69181, 0.06063], [0.48034, -0.89680, -1.11634], [-0.03203, -1.44174, -2.00758], [2.03176, 0.16412, 1.67542], [3.15678, -0.43154, 0.31055]], "e_homo_ha": -0.3113, "homo_lumo_gap_ev": 7.14, "e_lumo_ev": -1.33, "charge": 0, "multiplicity": 1, "smiles": "[H]/N=C/C#N.C=C=C=O"}

---

Listing energy relative to the best compared isomer or geometry (same formula, charge and spin) for the structures above in their given order: 0.0000, 4.5572, 6.5342, 4.5892 eV.
Listing electronic energy for the structures above in their given order: -126244.528, -39169.777, -21534.254, -10272.173 eV.